No. 1
{"formula": "C6H40NO18S", "method": "ωB97M-V/def2-TZVPD", "elements": ["C", "O", "C", "C", "N", "H", "H", "C", "C", "O", "C", "H", "H", "H", "H", "H", "H", "H", "H", "H", "H", "H", "H", "H", "H", "S", "O", "O", "O", "O", "O", "H", "H", "O", "H", "H", "O", "H", "H", "O", "H", "H", "O", "H", "H", "O", "H", "H", "O", "H", "H", "O", "H", "H", "O", "H", "H", "O", "H", "H", "O", "H", "H", "O", "H", "H"], "positions_angstrom": [[0.5029, 4.6310, 1.8907], [1.4709, 3.5462, 1.9179], [0.8325, 2.2852, 2.2287], [2.0499, 1.1850, 2.2781], [1.5654, -0.1091, 2.3249], [1.0681, -0.2100, 1.5720], [2.3324, -0.7224, 2.5374], [0.5252, -0.4135, 3.3036], [0.3203, -1.8791, 3.4248], [-0.9340, -2.2048, 3.8798], [-1.4494, -3.5051, 3.9008], [-0.3471, 4.5303, 1.2005], [1.0196, 5.7082, 1.7188], [0.1192, 4.7777, 2.8901], [0.3183, 1.9606, 1.3868], [0.4096, 2.2143, 3.1588], [2.8214, 1.3631, 3.1536], [2.5946, 1.4755, 1.2838], [-0.2841, 0.1983, 3.1100], [0.7103, 0.0022, 4.3401], [1.2045, -2.3355, 4.0141], [0.6130, -2.3903, 2.5281], [-0.9167, -4.0589, 4.6094], [-1.3554, -3.7188, 2.9964], [-2.5270, -3.2744, 4.1778], [-0.3050, -0.2550, -1.0946], [0.0070, -1.0749, -2.2710], [0.6375, -0.4398, -0.1166], [-0.1104, 1.1459, -1.6136], [-1.6829, -0.4113, -0.5453], [2.0353, -1.4265, -3.7420], [1.4007, -1.3698, -3.0690], [2.5541, -0.4614, -3.4731], [0.3514, 2.5059, -3.8552], [-0.3838, 2.9289, -4.4125], [0.1357, 2.0708, -2.9824], [-3.3737, 1.2897, 0.2630], [-2.7886, 0.6012, 0.1749], [-3.8512, 1.4907, -0.4380], [-1.2912, -1.3705, -4.6212], [-2.1363, -1.3491, -4.4635], [-0.7692, -1.5691, -3.9596], [0.8343, 0.2750, -5.5174], [0.6468, -0.3865, -4.8610], [0.6494, 1.0010, -4.8553], [3.1008, -0.0048, -0.6736], [3.6306, -0.8305, -0.6321], [2.2883, -0.3056, -0.4838], [-1.5136, 3.0038, -0.8818], [-0.8228, 2.3988, -1.2214], [-2.1462, 2.5869, -0.3238], [1.6842, -2.9658, 0.4642], [1.3692, -2.0460, 0.2579], [0.7964, -3.6554, 0.3966], [-0.5388, -3.6107, -2.4400], [-0.1943, -2.7414, -2.3780], [0.0615, -3.9397, -3.2104], [-4.0442, -1.4202, -1.2100], [-4.7737, -0.8065, -1.5782], [-3.2481, -0.9540, -1.1387], [2.0082, 2.8038, -1.1017], [1.3427, 2.1776, -1.0190], [2.7490, 2.4041, -1.6739], [-2.6745, -1.6520, 1.4775], [-2.2120, -1.2056, 0.7658], [-2.0871, -1.4878, 2.2310]], "atomic_forces_ev_per_a": [[1.2, 2.2, 0.1], [-1.4, -0.2, 0.5], [5.3, -0.1, -1.2], [2.7, 6.9, -0.1], [2.1, -0.9, 6.3], [-2.7, -2.0, -7.0], [0.3, -0.9, -1.0], [0.6, 0.7, 3.9], [1.9, -2.5, 0.2], [0.1, 3.3, 1.3], [-2.3, 3.9, 6.1], [0.6, -0.4, -0.2], [-0.7, -2.9, -0.1], [-0.4, -0.3, 0.5], [-1.9, -0.4, -1.3], [-1.8, 0.6, 2.1], [-1.7, -0.2, -1.6], [-0.8, -1.3, 1.7], [-2.3, 0.5, -1.3], [0.8, -0.4, -1.0], [-1.2, 0.8, 0.4], [-0.6, -0.1, -1.5], [0.5, -1.4, 1.0], [0.2, -3.6, -7.8], [1.3, -1.1, -0.3], [-5.1, 3.7, -7.6], [-1.0, -0.6, 1.2], [4.9, -1.8, 7.0], [0.1, -1.4, 0.7], [2.0, -0.4, -1.0], [4.6, 3.9, -0.3], [-1.7, -0.1, 1.7], [-2.1, -4.2, -1.6], [-0.6, 0.8, -1.1], [1.3, -1.4, 2.2], [-0.7, 0.6, -1.3], [0.4, 2.3, 6.6], [1.9, -2.4, -1.0], [-3.1, 0.9, -5.2], [3.1, 1.3, -7.8], [-6.9, 0.0, 2.0], [3.2, -1.5, 5.6], [-0.2, 1.8, 0.9], [0.1, -1.4, -0.4], [0.4, 0.2, -1.4], [6.0, 0.5, -0.7], [-0.2, 0.8, -0.3], [-5.0, -1.3, 0.7], [0.6, 2.6, -0.5], [-1.0, -0.2, 0.6], [-0.5, -1.1, 0.6], [-3.4, -2.2, 0.1], [-0.4, -1.4, -0.2], [3.7, 3.4, -0.1], [1.4, -3.1, -2.5], [0.2, 1.9, 0.7], [-1.7, 0.5, 2.0], [-4.5, -0.2, -1.3], [2.2, -1.4, 1.0], [1.9, 1.3, -0.1], [4.3, 1.6, -1.1], [-2.0, -2.2, -0.2], [-2.1, 0.7, 1.4], [0.2, -0.4, 1.5], [0.1, 0.0, -0.7], [-0.4, -0.2, 0.0]], "charge": -1, "e_tot_ha": -2059.673010, "homo_energy_ha": -0.2286, "homo_lumo_gap_ev": 7.9, "lumo_ev": 1.7, "e_above_lowest_kcal_mol": 57.55}

***

No. 2
{"formula": "C34H64As4N2O4PReSi2", "method": "ωB97M-V/def2-TZVPD", "elements": ["Re", "O", "C", "C", "C", "C", "C", "C", "C", "O", "N", "N", "C", "C", "C", "C", "C", "C", "C", "O", "H", "H", "H", "H", "H", "H", "H", "H", "H", "H", "C", "As", "C", "C", "C", "C", "C", "As", "C", "C", "C", "As", "C", "C", "H", "H", "H", "H", "H", "H", "H", "H", "H", "H", "H", "H", "H", "H", "H", "H", "H", "H", "H", "H", "H", "H", "H", "H", "H", "H", "H", "C", "P", "C", "C", "O", "H", "H", "H", "H", "H", "H", "H", "H", "H", "C", "Si", "C", "C", "As", "Si", "C", "C", "C", "H", "H", "H", "H", "H", "H", "H", "H", "H", "H", "H", "H", "H", "H", "H", "H", "H", "H"], "positions_angstrom": [[0.0000, -0.1580, -0.4837], [1.2112, -0.3196, -5.8718], [0.3899, -1.3640, -5.6811], [0.0725, -2.1316, -6.8042], [-0.7687, -3.2162, -6.6942], [-1.3244, -3.5680, -5.4626], [-1.0193, -2.8135, -4.3538], [-0.1595, -1.7091, -4.4323], [0.1206, -0.9374, -3.2150], [-0.4807, -1.2912, -2.1098], [0.9857, 0.0420, -3.2624], [1.1475, 0.6407, -2.0180], [2.0492, 1.5567, -1.9245], [2.3971, 2.2581, -0.7192], [3.4009, 3.2399, -0.8201], [3.8254, 3.9488, 0.2768], [3.2518, 3.6730, 1.5206], [2.2675, 2.7178, 1.6532], [1.8117, 1.9996, 0.5398], [0.8510, 1.1057, 0.7366], [1.3599, 0.1188, -5.0067], [0.5046, -1.8446, -7.7532], [-1.0039, -3.7965, -7.5771], [-1.9937, -4.4130, -5.3829], [-1.4683, -3.0480, -3.3970], [2.5900, 1.8009, -2.8360], [3.8381, 3.4304, -1.7932], [4.5936, 4.7026, 0.1810], [3.5830, 4.2156, 2.3969], [1.8231, 2.4952, 2.6144], [-2.4965, -0.8160, 2.4399], [-1.2474, -1.6455, 1.2230], [-2.4775, -2.6513, 0.0961], [-0.4239, -3.1868, 2.1254], [0.0792, -3.3057, 3.5806], [0.6422, -4.7445, 3.6482], [1.2221, -2.3486, 3.9396], [0.9013, -0.4037, 3.6684], [2.6965, 0.0177, 2.9938], [1.2650, 0.2630, 5.4798], [-1.0751, -3.2522, 4.6019], [-1.5182, -1.5646, 5.5493], [-3.2796, -2.1769, 6.1478], [-0.5608, -1.9691, 7.2124], [-1.9679, -0.1730, 3.1388], [-3.0434, -1.5872, 2.9817], [-3.1878, -0.2312, 1.8342], [-3.0060, -3.3967, 0.6892], [-1.9303, -3.1377, -0.7104], [-3.1858, -1.9479, -0.3390], [0.3868, -3.4498, 1.4392], [-1.1897, -3.9567, 2.0020], [1.4236, -4.9019, 2.8994], [-0.1436, -5.4843, 3.4818], [1.0772, -4.9305, 4.6315], [2.1007, -2.5958, 3.3371], [1.5094, -2.5171, 4.9810], [3.4619, -0.4227, 3.6352], [2.8259, 1.1006, 2.9804], [2.7901, -0.3554, 1.9800], [2.0060, -0.3568, 5.9857], [0.3550, 0.3110, 6.0740], [1.6694, 1.2706, 5.3773], [-0.8636, -3.9633, 5.4045], [-1.9982, -3.6036, 4.1322], [-3.9816, -2.1626, 5.3144], [-3.6498, -1.5032, 6.9192], [-3.2206, -3.1876, 6.5528], [0.5157, -1.9155, 7.0518], [-0.8232, -2.9637, 7.5739], [-0.8285, -1.2313, 7.9681], [3.2663, -2.3093, -2.4390], [2.2991, -2.8644, -1.0375], [3.4402, -3.7205, 0.0489], [1.1436, -4.0977, -1.6395], [1.6109, -1.7316, -0.3030], [3.8130, -3.1486, -2.8705], [3.9776, -1.5547, -2.1005], [2.6244, -1.8708, -3.2030], [3.8934, -4.5628, -0.4759], [2.9053, -4.0915, 0.9235], [4.2250, -3.0405, 0.3777], [1.6260, -4.7602, -2.3587], [0.3142, -3.5839, -2.1256], [0.7636, -4.6912, -0.8074], [-1.0299, 4.3844, -0.6357], [-2.0338, 3.1516, 0.3516], [-3.8255, 3.6764, 0.5089], [-1.3215, 2.9859, 2.0757], [-2.0898, 1.0654, -0.7693], [-2.5986, 1.6034, -3.0284], [-1.1617, 2.4494, -3.8959], [-3.1297, 0.0024, -3.8429], [-4.0615, 2.7650, -2.9889], [-0.9283, 5.3137, -0.0678], [-1.4930, 4.6260, -1.5945], [-0.0253, 4.0017, -0.8315], [-3.8962, 4.7571, 0.6579], [-4.2711, 3.1920, 1.3807], [-4.4312, 3.4184, -0.3584], [-1.9155, 3.5979, 2.7592], [-0.2966, 3.3507, 2.1042], [-1.3204, 1.9612, 2.4476], [-0.2630, 2.4895, -3.2832], [-1.4399, 3.4769, -4.1401], [-0.9129, 1.9351, -4.8268], [-2.7211, -0.8739, -3.3417], [-2.8274, -0.0374, -4.8920], [-4.2188, -0.0705, -3.8021], [-3.8236, 3.7384, -2.5580], [-4.8976, 2.3340, -2.4359], [-4.3950, 2.9323, -4.0175]], "atomic_forces_ev_per_a": [[0.2, -0.5, -0.1], [0.0, 0.0, 0.1], [0.0, 0.0, 0.0], [0.0, 0.0, 0.0], [0.0, 0.0, 0.0], [0.0, 0.0, 0.0], [-0.1, 0.0, 0.0], [0.0, 0.0, 0.0], [0.0, 0.0, -0.1], [-0.1, 0.0, 0.0], [-0.1, 0.0, 0.0], [0.1, 0.0, -0.1], [0.0, 0.0, 0.0], [0.0, 0.0, 0.0], [0.0, 0.0, 0.0], [0.0, 0.0, 0.0], [0.0, 0.0, 0.0], [-0.1, 0.4, -0.2], [0.0, 0.1, 0.0], [0.2, 0.0, 0.2], [0.0, 0.0, 0.0], [0.0, 0.0, 0.0], [0.0, 0.0, 0.0], [0.0, 0.0, 0.0], [0.0, 0.0, 0.0], [0.0, 0.0, 0.0], [0.0, 0.0, 0.0], [0.0, 0.0, 0.0], [0.0, 0.0, 0.0], [-0.1, 0.3, -0.2], [-0.1, 0.0, -0.1], [-0.3, 0.1, 0.2], [0.0, 0.0, 0.0], [0.1, 0.0, -0.1], [0.0, -0.1, 0.0], [0.1, 0.1, 0.1], [0.0, 0.0, -0.1], [0.2, 0.1, 0.0], [0.1, -0.1, 0.4], [0.1, 0.1, 0.0], [-0.1, 0.0, 0.0], [-0.2, -0.2, 0.1], [0.0, 0.0, 0.0], [0.0, -0.1, 0.0], [0.0, -0.1, -0.1], [0.0, 0.0, 0.0], [0.0, 0.0, 0.0], [0.0, 0.0, 0.0], [0.0, 0.0, 0.0], [0.0, 0.0, 0.0], [0.1, 0.0, 0.1], [0.0, 0.0, 0.0], [0.0, 0.0, 0.0], [0.0, 0.0, 0.0], [0.0, 0.0, 0.0], [0.0, 0.0, -0.1], [0.0, 0.0, 0.0], [0.0, -0.1, 0.0], [0.2, -0.6, 0.2], [0.1, -0.1, -0.2], [0.0, 0.0, 0.0], [0.1, 0.1, -0.1], [0.0, 0.0, 0.0], [0.0, 0.0, 0.0], [0.0, 0.0, 0.0], [0.0, 0.0, 0.0], [0.0, 0.0, 0.0], [0.0, 0.0, 0.0], [-0.1, 0.0, 0.0], [0.0, 0.0, 0.0], [0.0, 0.0, 0.0], [0.0, 0.0, 0.0], [0.0, 0.0, 0.0], [0.0, 0.0, 0.0], [0.0, 0.0, 0.0], [0.1, 0.3, 0.2], [0.0, 0.0, 0.0], [0.0, 0.0, 0.0], [0.0, 0.0, 0.0], [0.0, 0.0, 0.0], [0.0, 0.0, 0.0], [0.0, 0.0, 0.0], [0.0, 0.0, 0.0], [0.0, 0.0, 0.0], [0.0, 0.0, 0.0], [0.0, 0.0, 0.0], [0.0, 0.0, 0.0], [0.0, 0.0, 0.0], [0.0, 0.0, 0.0], [-0.1, 0.3, 0.0], [0.0, -0.1, 0.1], [0.0, 0.0, 0.0], [0.0, 0.0, 0.0], [0.0, 0.0, 0.0], [0.0, 0.0, 0.0], [0.0, 0.0, 0.0], [0.0, 0.0, 0.0], [0.0, 0.0, 0.0], [0.0, 0.0, 0.0], [0.0, 0.0, 0.0], [0.0, 0.0, 0.0], [0.1, 0.0, 0.0], [0.0, 0.0, 0.0], [0.0, 0.0, 0.0], [0.0, 0.0, 0.0], [0.0, 0.0, 0.0], [0.0, 0.0, 0.0], [0.0, 0.0, 0.0], [0.0, 0.0, 0.0], [0.0, 0.0, 0.0], [0.0, 0.0, 0.0], [0.0, 0.0, 0.0]], "charge": 1, "s2": 3.7796, "e_tot_ha": -11686.084006, "homo_energy_ha": [-0.3571, -0.3692], "homo_lumo_gap_ev": [7.0, 6.3], "lumo_ev": [-2.7, -3.8], "e_above_lowest_kcal_mol": 7.25, "spin_multiplicity": 4}

***

No. 3
{"formula": "C3H11NOS", "method": "ωB97M-V/def2-TZVPD", "elements": ["C", "N", "C", "C", "S", "H", "H", "H", "H", "H", "H", "H", "H", "H", "H", "H", "O"], "positions_angstrom": [[1.0012, -0.7601, 2.1963], [0.7725, -0.7163, 0.7521], [0.3995, 0.5984, 0.3021], [-0.1121, 0.5354, -1.1399], [-0.7894, 2.1380, -1.6522], [0.0606, -0.6031, 2.6983], [1.6685, 0.0300, 2.5142], [1.4679, -1.7045, 2.4474], [1.6364, -0.9543, 0.2674], [-0.4098, 1.0171, 0.9141], [1.1856, 1.3532, 0.3111], [0.6788, 0.1682, -1.7928], [-0.9579, -0.1297, -1.1817], [0.0322, 2.3965, -2.6715], [-0.8203, -3.8279, 0.3849], [-0.1049, -2.5888, 1.0302], [-0.5306, -3.4516, 1.2162]], "atomic_forces_ev_per_a": [[0.4, 0.2, -0.5], [0.4, -0.2, 0.1], [-0.9, 0.7, -0.8], [0.0, 0.1, 0.5], [0.1, 0.2, -0.2], [-0.3, -0.3, 0.3], [0.4, 0.4, 0.2], [-0.2, -0.2, 0.3], [-0.1, -0.2, 0.2], [0.1, -0.3, 0.1], [0.4, 0.0, 0.3], [-0.2, 0.2, -0.2], [-0.1, -0.5, -0.1], [0.1, 0.0, 0.0], [0.1, 0.2, -0.2], [-0.4, -0.4, -0.4], [0.3, 0.3, 0.4]], "e_tot_ha": -649.062568, "smiles": "CNCCS.O", "homo_energy_ha": -0.3392, "homo_lumo_gap_ev": 10.0, "lumo_ev": 0.8, "e_above_lowest_kcal_mol": 12.21}

***

No. 4
{"formula": "C5H10O", "method": "ωB97M-V/def2-TZVPD", "elements": ["C", "O", "C", "C", "C", "C", "H", "H", "H", "H", "H", "H", "H", "H", "H", "H"], "positions_angstrom": [[-1.4042, 2.1850, -0.2563], [-1.4626, 1.1165, 0.6536], [-0.2872, 0.3453, 0.6903], [1.6032, -2.2736, 0.3428], [1.2577, -1.2328, -0.4093], [-0.1304, -0.6526, -0.4676], [-2.2735, 2.8194, -0.0665], [-1.4371, 1.8475, -1.3030], [-0.4901, 2.7843, -0.1148], [0.5974, 1.0040, 0.7302], [0.8642, -2.8282, 0.9191], [2.6343, -2.6080, 0.4163], [2.0316, -0.6960, -0.9590], [-0.2970, -0.1517, -1.4288], [-0.3166, -0.2214, 1.6265], [-0.8897, -1.4376, -0.3735]], "atomic_forces_ev_per_a": [[0.0, 0.2, -0.2], [-0.1, 0.0, 0.0], [0.2, -0.1, 0.1], [0.0, 0.1, -0.1], [0.1, -0.1, 0.1], [-0.1, 0.0, 0.0], [0.1, -0.1, -0.1], [0.0, 0.0, 0.2], [-0.1, -0.1, 0.0], [-0.1, -0.1, 0.0], [0.1, 0.1, -0.1], [-0.2, 0.0, -0.1], [-0.1, -0.1, 0.1], [0.1, -0.1, 0.2], [0.0, 0.1, -0.1], [0.1, 0.1, 0.0]], "e_tot_ha": -271.699640, "smiles": "C=CCCOC", "homo_energy_ha": -0.3494, "homo_lumo_gap_ev": 10.6, "lumo_ev": 1.1, "e_above_lowest_kcal_mol": 33.24}

***

What is the formula in the first record? C6H40NO18S